i) Below is 3 unconnected molecules or ions with the total composition C3H10NO4, with properties calculated with ωB97M-V/def2-TZVPD.

Structure (XYZ):
```
18
Properties=species:S:1:pos:R:3
H -1.780 -1.532 0.838
C -1.755 0.293 -0.445
H 1.803 0.944 -1.746
H -1.873 -1.999 -0.986
N -0.969 1.392 0.340
O 0.476 -2.449 -0.790
O 2.569 1.065 -1.245
H -2.029 0.562 -1.543
C -1.464 -1.214 -0.244
H -0.057 1.613 -0.143
C 0.038 -1.436 -0.307
O 1.986 0.676 2.118
H -2.807 0.328 0.095
H -0.506 0.942 1.118
H 2.765 0.284 -0.659
H 1.634 -0.120 1.579
H 1.122 1.210 1.899
O 0.846 -0.560 0.122
```

* frontier orbital gap: 8.51 eV
* net charge: -1
* LUMO: 3.9 eV
* highest occupied orbital energy: -4.6 eV

These are the Mulliken partial charges, in e, on atoms 1 to 4: 0.182 -0.492 0.271 0.245

ii) Below is 3 unconnected molecules or ions with the total composition C3H10NO4, with properties calculated with ωB97M-V/def2-TZVPD.

Structure (XYZ):
```
18
Properties=species:S:1:pos:R:3
O 2.013 0.198 -0.205
N -0.802 -1.726 0.288
C 0.058 -1.092 -0.705
O 1.611 2.796 0.225
H -0.396 -2.640 0.479
H 0.784 2.449 -0.129
C -0.880 -0.927 1.524
H -2.030 1.230 -1.086
H -0.265 -1.375 2.307
H 2.174 2.004 0.163
H -0.260 -0.065 -0.911
H -0.472 0.075 1.396
H -1.931 -0.860 1.793
O 2.182 -2.064 -0.178
H -1.250 2.482 -1.549
O -2.150 2.122 -1.439
H 0.020 -1.632 -1.654
C 1.592 -0.974 -0.321
```

* frontier orbital gap: 7.89 eV
* net charge: -1
* LUMO: 3.6 eV
* highest occupied orbital energy: -4.3 eV

These are the Mulliken partial charges, in e, on atoms 1 to 4: -0.726 -0.421 -0.184 -0.672

We find ii) to be the most stable, with the next structure 25.7 kcal/mol higher.